No. 1
{
  "formula": "C30H45ClGaO2P2",
  "method": "ωB97M-V/def2-TZVPD",
  "species": ["Ga", "C", "C", "C", "C", "C", "C", "H", "H", "H", "C", "H", "H", "H", "C", "H", "H", "H", "C", "H", "H", "H", "C", "H", "H", "H", "C", "C", "C", "C", "C", "C", "C", "C", "H", "H", "H", "H", "H", "H", "H", "H", "H", "H", "H", "H", "P", "C", "C", "P", "C", "C", "C", "H", "H", "H", "H", "H", "H", "H", "H", "H", "H", "H", "H", "H", "H", "Cl", "C", "C", "C", "C", "C", "C", "C", "O", "O", "H", "H", "H", "H"],
  "xyz": [[0.5701, 1.4818, -3.4908], [0.6677, 0.0216, 1.9810], [-0.6215, 0.6144, 1.8565], [-0.8104, -1.6103, 1.3140], [0.5471, -1.3551, 1.6504], [-1.5226, -0.3841, 1.4041], [1.9053, 0.6864, 2.4407], [1.7478, 1.7664, 2.5497], [2.7268, 0.5342, 1.7222], [2.2390, 0.2901, 3.4146], [1.6219, -2.3698, 1.6909], [2.5209, -1.9579, 2.1638], [1.8895, -2.7096, 0.6788], [1.2997, -3.2515, 2.2640], [-1.4122, -2.9277, 1.0333], [-1.9456, -3.3199, 1.9185], [-0.6407, -3.6589, 0.7577], [-2.1400, -2.8623, 0.2116], [-2.9700, -0.2147, 1.1597], [-3.5602, -0.5216, 2.0379], [-3.2975, -0.8285, 0.3093], [-3.2087, 0.8340, 0.9433], [-0.9949, 1.9883, 2.2553], [-1.3662, 2.0037, 3.2941], [-1.7968, 2.3796, 1.6155], [-0.1347, 2.6660, 2.2006], [1.9562, 2.7045, -3.8047], [2.5142, 3.5069, -2.6261], [1.8148, 4.8521, -2.4698], [0.2950, 4.8094, -2.2560], [-0.5067, 3.5074, -2.5392], [-1.0362, 3.4839, -3.9914], [-0.0747, 3.6897, -5.1990], [1.4636, 3.5643, -4.9912], [2.0194, 5.4610, -3.3610], [-0.1226, 5.6002, -2.8918], [2.2906, 5.4373, -1.6719], [1.9146, 4.5643, -5.0115], [2.7680, 2.0488, -4.1610], [3.5631, 3.7131, -2.8937], [1.8688, 3.0798, -5.8910], [-0.3742, 2.9698, -5.9791], [-1.7970, 4.2823, -4.0472], [-0.2936, 4.6867, -5.6361], [0.0911, 5.0983, -1.2104], [-1.4016, 3.5597, -1.8859], [3.0042, 2.8317, -0.8137], [4.5463, 1.9125, -1.2149], [3.7499, 4.2144, 0.1515], [-2.3660, 2.0835, -4.3758], [-1.0891, 0.9021, -4.3000], [-3.4836, 2.0965, -2.9620], [-3.3111, 2.3694, -5.8657], [4.2928, 0.8424, -1.2827], [5.2478, 2.0708, -0.3809], [5.0012, 2.2494, -2.1577], [3.1590, 5.1344, 0.0445], [4.7975, 4.3712, -0.1420], [3.7194, 3.9059, 1.2138], [-2.8370, 3.1305, -6.5023], [-4.3325, 2.6825, -5.6123], [-3.3741, 1.4250, -6.4254], [-1.3457, -0.1109, -4.6435], [0.0117, 2.6281, -2.0793], [-3.2107, 1.2645, -2.2955], [-4.5116, 1.9382, -3.3232], [-3.4335, 3.0497, -2.4110], [0.6095, -6.6521, -2.5286], [0.7114, -4.9577, -2.2654], [1.9783, -4.3521, -2.2177], [2.0639, -2.9569, -2.2387], [0.8977, -2.1941, -2.2326], [-0.3629, -2.7951, -2.1924], [-0.4618, -4.1911, -2.1997], [1.0181, -0.7192, -2.4701], [1.8088, -0.3046, -3.3983], [0.2614, 0.1367, -1.8606], [2.8788, -4.9571, -2.2091], [3.0235, -2.4467, -2.2621], [-1.2605, -2.1743, -2.1685], [-1.4287, -4.7002, -2.1947]],
  "forces_ev_per_angstrom": [[-1.2, -3.4, -0.7], [0.1, -0.2, 0.0], [0.1, 0.2, 0.2], [0.1, -0.1, 0.1], [-0.1, -0.1, -0.1], [-0.3, -0.1, 0.0], [0.2, 0.4, 0.0], [0.1, -0.3, 0.0], [-0.3, 0.0, 0.2], [-0.1, 0.0, -0.3], [0.3, 0.0, 0.2], [-0.2, -0.2, -0.1], [-0.1, 0.1, 0.1], [0.1, 0.2, -0.2], [0.1, -0.4, -0.2], [0.1, 0.2, -0.2], [-0.3, 0.2, 0.0], [0.2, 0.0, 0.3], [-0.2, 0.2, -0.3], [0.1, 0.0, -0.2], [0.0, 0.1, 0.2], [0.0, -0.3, 0.1], [0.0, 0.4, -0.1], [0.1, 0.0, -0.3], [0.2, -0.1, 0.2], [-0.3, -0.1, 0.0], [1.1, 0.0, 0.1], [1.8, 1.1, 1.1], [0.3, 0.4, -0.2], [-0.2, 0.2, 0.4], [-0.8, 0.8, 0.8], [-2.6, 0.5, -0.8], [-0.4, 0.3, -0.4], [0.3, 0.0, -0.6], [0.0, -0.3, 0.2], [-0.2, -0.1, 0.3], [-0.3, -0.2, -0.1], [-0.1, -0.3, 0.1], [-0.2, 0.3, 0.1], [-0.2, 0.5, -0.3], [-0.2, 0.1, 0.1], [0.2, 0.1, 0.4], [0.8, 0.7, 0.4], [0.2, -0.5, 0.3], [0.0, -0.1, -0.4], [0.3, 0.0, -0.4], [-1.5, -0.9, -0.8], [-0.1, -0.3, 0.1], [0.0, 0.3, -0.3], [5.8, -1.0, 1.5], [-1.7, -0.1, -1.1], [-1.0, 0.1, 0.2], [-0.7, 0.2, -0.4], [0.3, 0.3, -0.1], [-0.1, -0.2, -0.3], [0.0, -0.1, 0.3], [0.3, -0.2, 0.2], [-0.3, 0.3, 0.1], [0.0, 0.1, -0.5], [-0.1, -0.3, 0.2], [0.2, 0.1, -0.2], [0.1, 0.3, 0.2], [0.4, 0.2, 0.3], [-0.4, 0.8, 0.0], [0.0, 0.4, -0.3], [0.2, 0.1, 0.3], [-0.2, -0.3, -0.2], [-0.1, -0.3, 0.2], [0.2, 0.9, 0.0], [-0.4, 0.4, -0.1], [-0.3, -0.6, 0.2], [0.0, 0.4, -0.2], [0.2, -0.3, 0.3], [0.3, 0.0, -0.1], [0.0, 1.5, -0.5], [-1.4, -0.7, 1.4], [1.2, -1.2, -0.3], [-0.2, 0.0, -0.1], [-0.1, -0.2, -0.1], [0.3, -0.1, -0.1], [0.3, 0.2, -0.1]],
  "mulliken_charge": [0.6966, 0.7957, 0.4590, 0.9225, 0.7509, 0.5176, -1.5690, 0.2955, 0.3737, 0.4100, -1.2953, 0.4503, 0.1583, 0.3821, -1.6238, 0.3644, 0.4346, 0.3827, -1.5428, 0.3158, 0.3491, 0.3898, -1.7899, 0.3224, 0.3678, 0.4128, 0.7897, -0.9837, -1.2563, -0.8085, -0.3119, -0.8963, -0.9133, -1.4941, 0.3881, 0.2823, 0.4775, 0.3860, 1.0066, 0.7481, 0.4234, 0.2932, 0.7844, 0.3930, 0.3627, 0.4438, 0.6440, -1.3443, -1.3355, 1.2846, -1.2474, -1.2071, -1.3294, 0.2261, 0.4914, 0.3996, 0.4107, 0.4065, 0.3435, 0.3538, 0.4326, 0.3981, 0.3921, 0.1147, 0.0776, 0.5449, 0.3863, -0.1943, 0.2810, -0.6653, -0.4170, 0.3677, -0.1752, -0.8790, -0.3322, -0.8162, -0.4766, 0.4411, 0.5027, 0.6354, 0.4396],
  "total_charge": 1,
  "e_tot_ha": -4387.9222,
  "orbital_gap_ev": [3.2, 3.2]
}

No. 2
{
  "formula": "C30H45ClIrO2P2",
  "method": "ωB97M-V/def2-TZVPD",
  "species": ["Ir", "C", "C", "C", "C", "C", "C", "H", "H", "H", "C", "H", "H", "H", "C", "H", "H", "H", "C", "H", "H", "H", "C", "H", "H", "H", "C", "C", "C", "C", "C", "C", "C", "C", "H", "H", "H", "H", "H", "H", "H", "H", "H", "H", "H", "H", "P", "C", "C", "P", "C", "C", "C", "H", "H", "H", "H", "H", "H", "H", "H", "H", "H", "H", "H", "H", "H", "Cl", "C", "C", "C", "C", "C", "C", "C", "O", "O", "H", "H", "H", "H"],
  "xyz": [[0.1298, -0.0549, -1.8318], [-1.0742, -1.3186, 0.2819], [0.2659, -1.5169, -0.4113], [0.4931, -0.1631, 1.5171], [-0.8774, -0.5123, 1.4060], [1.2206, -0.7534, 0.4693], [-2.2978, -2.1022, 0.0370], [-2.2141, -2.7363, -0.8631], [-3.1517, -1.4143, -0.1192], [-2.5710, -2.7648, 0.8886], [-1.8917, -0.1613, 2.4077], [-2.8291, -0.7016, 2.2693], [-2.1623, 0.8928, 2.3155], [-1.5423, -0.3118, 3.4315], [1.0491, 0.5594, 2.6672], [1.1042, -0.0679, 3.5633], [0.4347, 1.4177, 2.9314], [2.0456, 0.9525, 2.4750], [2.6869, -0.9141, 0.4504], [3.0381, -1.5838, 1.2640], [3.1985, 0.0525, 0.5922], [3.0370, -1.3558, -0.4976], [0.6792, -2.9054, -0.8657], [0.8860, -3.4760, 0.0396], [1.5923, -2.8658, -1.4623], [-0.1253, -3.4168, -1.3951], [-1.5149, 1.6035, -5.2670], [-1.8244, 0.2312, -5.3280], [-1.2535, -0.6725, -6.4109], [0.2622, -0.4801, -6.6873], [1.0128, -0.1026, -5.4808], [1.3232, 1.2069, -5.2034], [0.7998, 2.3986, -6.0385], [-0.7125, 2.3028, -6.3105], [-1.7856, -0.5220, -7.3517], [0.3874, 0.2503, -7.5008], [-1.4485, -1.7072, -6.1692], [-0.9020, 1.8234, -7.2830], [-2.1051, 2.2694, -4.6317], [-2.8603, -0.0890, -5.1267], [-1.1110, 3.3064, -6.4038], [0.9798, 3.3069, -5.4641], [2.2351, 1.5120, -4.6804], [1.3322, 2.5010, -6.9949], [0.6356, -1.4174, -7.0931], [1.4885, -0.9230, -4.9477], [-1.6788, 0.3409, -3.1806], [-3.0093, 1.1654, -2.3213], [-1.6430, -1.5052, -3.3950], [2.0300, 0.9642, -2.2679], [-0.1884, 1.4858, -2.9997], [3.0808, -0.2847, -3.1028], [2.6548, 2.5941, -1.8191], [-2.7040, 1.5047, -1.3052], [-3.8589, 0.4931, -2.1826], [-3.3873, 2.0610, -2.8331], [-1.1398, -1.7882, -4.3203], [-2.6854, -1.8343, -3.4178], [-1.0869, -1.9858, -2.5664], [2.8357, 3.2471, -2.6791], [3.5923, 2.4637, -1.2701], [1.9602, 3.1048, -1.1454], [-0.3057, 2.4348, -2.4858], [0.3705, 1.4826, -3.9754], [3.9101, -0.4482, -2.4151], [3.4179, 0.0609, -4.0761], [2.4861, -1.2012, -3.1950], [0.1866, 7.0456, 4.3483], [-0.1395, 5.8070, 3.2167], [-1.4703, 5.5281, 2.8363], [-1.7370, 4.4599, 1.9763], [-0.6788, 3.6933, 1.4607], [0.6526, 4.0127, 1.7862], [0.9269, 5.0829, 2.6496], [-0.9500, 2.5667, 0.4751], [-2.1431, 2.1591, 0.4117], [0.0566, 2.1356, -0.1779], [-2.2703, 6.1421, 3.2274], [-2.7708, 4.1916, 1.6968], [1.4743, 3.4159, 1.3621], [1.9546, 5.3347, 2.8928]],
  "forces_ev_per_angstrom": [[0.1, 0.3, 1.9], [1.4, -0.5, 0.9], [1.0, 0.1, 1.9], [-1.2, -0.3, 0.2], [0.9, 0.0, 0.0], [-1.2, -2.0, -0.1], [-0.7, -0.3, -0.7], [-0.1, 0.2, 0.5], [0.2, -0.3, 0.1], [0.3, 0.5, -0.4], [-0.8, 0.4, 0.4], [0.1, -0.1, 0.0], [0.1, 0.1, 0.0], [0.1, -0.1, -0.1], [0.4, 0.7, 0.3], [0.0, -0.1, -0.1], [-0.2, 0.0, 0.0], [0.1, -0.1, 0.0], [0.7, 0.0, -0.4], [-0.3, 0.3, -0.3], [-0.1, -0.3, 0.1], [-0.1, 0.1, 0.4], [0.0, 0.2, 0.5], [0.1, -0.4, -0.1], [-0.2, -0.2, -0.1], [0.2, 0.0, -0.2], [-0.7, 1.2, -2.4], [-1.4, 1.3, -0.4], [1.0, 0.1, 0.4], [-1.3, -0.1, -0.8], [1.8, 1.8, 0.3], [1.2, -1.0, -3.3], [-0.1, -0.7, 0.5], [-0.1, -0.1, -0.5], [-0.4, 0.3, 0.2], [0.1, -0.2, 0.4], [-0.1, -0.3, 0.1], [0.1, 0.1, 0.3], [0.1, -0.4, -0.1], [0.0, 0.4, -0.1], [0.0, 0.3, 0.0], [0.2, 0.0, 0.0], [-0.6, -0.4, 0.4], [0.1, -0.1, 0.3], [0.2, -0.1, 0.1], [0.0, 0.3, 0.0], [0.0, -0.5, -0.4], [-1.1, 0.0, 0.4], [0.3, -0.8, 1.3], [0.4, -0.8, 0.6], [0.7, 1.8, -1.6], [0.2, 0.7, 0.5], [0.3, 0.3, -0.1], [0.4, -0.2, -0.2], [0.0, -0.1, -0.1], [0.3, -0.3, -0.2], [-0.1, 0.2, 0.3], [0.0, -0.1, 0.1], [-0.7, -0.3, -0.4], [0.0, -0.2, 0.0], [0.0, -0.1, -0.1], [-0.2, -0.4, -0.1], [-0.6, 0.2, -0.1], [-1.5, 0.7, 1.2], [0.3, -0.2, -0.3], [0.3, -0.2, 0.0], [0.2, 0.3, 0.1], [0.0, 0.3, 0.1], [-0.3, -0.8, -1.1], [0.7, -0.3, 0.0], [0.1, -0.1, 0.0], [0.6, 0.1, -0.3], [-0.3, 0.5, 0.2], [-0.5, -0.4, 0.0], [-1.8, 0.3, 0.9], [1.6, 0.0, -0.6], [0.2, -0.9, -0.8], [0.0, -0.1, 0.1], [0.7, 0.3, 0.2], [-0.5, 0.4, 0.2], [-0.2, 0.0, 0.1]],
  "lowdin_spin": [1.2682, 0.2923, 0.1374, 0.1453, 0.0442, 0.2983, 0.0500, -0.0002, 0.0172, 0.0145, -0.0005, 0.0000, 0.0005, -0.0003, 0.0194, 0.0086, 0.0042, 0.0006, 0.0585, 0.0171, 0.0134, 0.0038, 0.0259, 0.0057, 0.0046, 0.0010, 0.4396, 0.1310, 0.0078, 0.0017, 0.0076, 0.0418, 0.0241, 0.0637, 0.0018, 0.0012, 0.0014, 0.0133, 0.0118, 0.0269, 0.0039, 0.0008, 0.0110, 0.0005, -0.0002, 0.0004, 0.3095, 0.0429, 0.1119, 0.5446, 0.2737, 0.0774, 0.0791, 0.0079, 0.0033, 0.0038, 0.0043, 0.0073, 0.0283, 0.0188, 0.0132, 0.0004, 0.0078, 0.0135, 0.0126, 0.0139, 0.0055, 0.0001, -0.0001, 0.0014, 0.0016, 0.0118, 0.0008, 0.0001, 0.0106, 0.0077, 0.1660, 0.0002, 0.0000, 0.0002, 0.0000],
  "relative_energy_kcal_mol": 0.00,
  "total_charge": 2,
  "e_tot_ha": -2566.8770,
  "s2": 8.785,
  "orbital_gap_ev": [5.4, 4.0],
  "multiplicity": 6
}

No. 3
{
  "formula": "C30H45F5IrP2S",
  "method": "ωB97M-V/def2-TZVPD",
  "species": ["Ir", "C", "C", "C", "C", "C", "C", "H", "H", "H", "C", "H", "H", "H", "C", "H", "H", "H", "C", "H", "H", "H", "C", "H", "H", "H", "C", "C", "C", "C", "C", "C", "C", "C", "H", "H", "H", "H", "H", "H", "H", "H", "H", "H", "H", "H", "P", "C", "H", "H", "H", "C", "H", "H", "H", "C", "H", "H", "H", "P", "C", "H", "H", "H", "C", "H", "H", "H", "C", "H", "H", "H", "F", "C", "C", "F", "C", "F", "C", "S", "C", "F", "C", "F"],
  "xyz": [[-0.4536, 0.7822, -0.1408], [-1.2968, -1.0761, 1.7977], [0.0181, -1.3868, 2.1823], [-0.0509, 0.9280, 1.9098], [-1.4211, 0.3761, 1.6413], [0.7759, -0.2139, 2.2868], [-2.4406, -2.0085, 1.8213], [-2.1947, -2.9777, 1.3687], [-3.3082, -1.5936, 1.2969], [-2.7463, -2.2145, 2.8600], [-2.6255, 1.2031, 1.9654], [-3.5521, 0.6444, 1.8265], [-2.6549, 2.1029, 1.3385], [-2.5842, 1.5304, 3.0126], [0.1314, 2.3105, 2.4393], [-0.0476, 2.3100, 3.5228], [-0.5696, 3.0109, 1.9694], [1.1513, 2.6680, 2.2570], [2.0866, -0.1138, 2.9623], [1.9864, -0.2303, 4.0543], [2.5635, 0.8536, 2.7782], [2.7708, -0.8978, 2.6162], [0.4684, -2.7351, 2.6366], [0.0984, -2.9763, 3.6461], [1.5608, -2.7985, 2.6697], [0.1183, -3.5265, 1.9623], [1.1700, -2.7700, -1.8696], [0.6790, -3.4658, -0.8301], [1.2865, -4.7439, -0.3379], [2.6295, -4.6536, 0.4505], [3.2745, -3.2993, 0.5979], [3.7615, -2.6194, -0.4489], [3.7526, -3.1732, -1.8531], [2.3991, -3.1945, -2.6225], [1.4411, -5.4340, -1.1850], [3.3311, -5.3633, -0.0178], [0.5439, -5.2295, 0.3172], [2.2579, -4.2161, -3.0193], [0.6537, -1.8906, -2.2749], [-0.2398, -3.1609, -0.3181], [2.4963, -2.5406, -3.5039], [4.4528, -2.5632, -2.4470], [4.3026, -1.6735, -0.3187], [4.1545, -4.2001, -1.8595], [2.4417, -5.0401, 1.4636], [3.4321, -2.9549, 1.6296], [-2.0149, -0.2317, -1.5691], [-3.7180, 0.3006, -1.1482], [-4.3751, 0.0876, -2.0003], [-3.7623, 1.3752, -0.9416], [-4.0999, -0.2477, -0.2801], [-1.7518, 0.2531, -3.3060], [-2.6744, 0.0635, -3.8709], [-0.9448, -0.3506, -3.7385], [-1.4984, 1.3163, -3.3874], [-2.2281, -2.0366, -1.6897], [-1.3311, -2.5025, -2.1079], [-3.0843, -2.2656, -2.3390], [-2.4173, -2.4615, -0.6984], [1.5441, 1.4858, -1.0938], [2.9524, 1.1490, 0.0138], [3.8951, 1.3209, -0.5238], [2.9106, 0.0986, 0.3264], [2.9160, 1.8057, 0.8916], [2.0282, 0.5578, -2.5685], [2.5568, -0.3509, -2.2560], [2.7009, 1.1702, -3.1835], [1.1400, 0.2872, -3.1483], [1.7184, 3.2750, -1.5034], [2.7597, 3.4766, -1.7955], [1.4717, 3.8965, -0.6335], [1.0505, 3.5598, -2.3271], [-3.8053, 7.5021, 1.5516], [-3.2381, 6.4241, 0.9788], [-4.0329, 5.4985, 0.2947], [-5.3646, 5.6928, 0.1986], [-3.4468, 4.3741, -0.2654], [-4.2254, 3.5326, -0.9999], [-2.0682, 4.1020, -0.1361], [-1.3576, 2.8009, -1.0729], [-1.2985, 5.0613, 0.5559], [0.0617, 4.9250, 0.6288], [-1.8680, 6.1944, 1.1141], [-1.1048, 7.0759, 1.7966]],
  "forces_ev_per_angstrom": [[-0.9, 1.9, -2.6], [-0.2, 0.5, 0.4], [-0.1, -0.1, 0.2], [-1.3, -1.2, 1.1], [1.4, -0.2, 1.6], [-0.2, 0.4, 0.2], [-0.4, -0.4, -0.1], [-0.1, 0.1, 0.1], [0.1, -0.2, 0.1], [0.0, 0.0, -0.2], [-0.4, 0.0, 0.0], [0.0, 0.1, 0.0], [-0.2, -0.2, 0.2], [0.0, -0.1, -0.1], [0.3, 0.2, -0.1], [0.1, 0.1, -0.1], [0.2, -0.2, 0.2], [-0.2, 0.1, 0.1], [0.6, 0.0, 0.0], [0.0, 0.0, -0.3], [0.0, -0.2, 0.1], [0.0, 0.2, 0.1], [0.2, -0.3, -0.1], [0.0, 0.2, -0.3], [-0.3, 0.0, 0.0], [0.0, 0.1, 0.2], [-0.4, -0.5, 0.5], [0.1, 0.5, -0.5], [-0.2, -0.4, 0.1], [0.0, -0.3, 0.6], [0.4, 0.2, -0.3], [0.1, -0.2, 0.4], [0.4, 0.2, -0.2], [-0.1, 0.1, -0.6], [-0.1, 0.3, 0.2], [-0.1, 0.3, 0.2], [0.3, 0.0, -0.3], [-0.1, 0.4, 0.1], [0.1, -0.2, 0.4], [0.3, 0.2, -0.3], [0.0, -0.3, 0.2], [-0.1, -0.4, 0.2], [-0.3, -0.3, 0.2], [-0.1, 0.4, 0.2], [0.1, 0.0, -0.3], [-0.1, 0.1, -0.6], [-0.9, -1.2, -0.4], [-0.1, 0.2, -0.2], [0.1, 0.0, 0.1], [0.1, -0.5, -0.1], [0.2, 0.1, -0.2], [-0.1, 0.2, -0.1], [0.2, 0.0, 0.1], [-0.2, 0.1, 0.1], [-0.1, -0.2, 0.0], [0.0, -0.1, 0.0], [-0.2, 0.1, 0.1], [0.2, 0.1, 0.1], [0.0, 0.1, -0.3], [1.9, 0.0, 0.5], [0.2, 0.2, -0.2], [-0.2, 0.0, 0.2], [-0.1, 0.2, 0.0], [0.0, -0.2, -0.2], [0.0, 0.0, -0.4], [-0.2, 0.2, 0.0], [-0.1, -0.2, 0.1], [0.3, 0.0, 0.0], [0.2, -0.1, -0.1], [-0.2, -0.1, 0.1], [0.1, -0.4, -0.3], [0.2, -0.2, 0.2], [0.7, -1.3, -0.7], [-1.0, 1.1, 0.7], [-2.7, 2.5, 1.1], [2.5, -0.4, 0.1], [0.3, -3.0, -1.7], [1.3, 1.9, 1.5], [0.4, 0.0, -0.2], [-0.1, 0.4, 0.1], [2.4, -2.5, -1.3], [-2.8, 0.5, 0.0], [-0.1, 3.3, 1.9], [-1.4, -1.8, -1.4]],
  "lowdin_spin": [1.5880, 0.3174, 0.1845, 0.1689, 0.1415, 0.3065, 0.0455, 0.0061, 0.0020, 0.0192, 0.0299, -0.0002, 0.0052, 0.0077, 0.0412, 0.0122, 0.0027, 0.0023, 0.0456, 0.0189, 0.0017, 0.0067, 0.0164, 0.0075, 0.0006, 0.0034, 0.0036, 0.0027, 0.0006, 0.0002, 0.0001, 0.0002, 0.0000, 0.0003, 0.0002, 0.0000, 0.0001, 0.0002, 0.0021, 0.0003, 0.0001, 0.0000, 0.0000, 0.0000, 0.0000, 0.0001, 0.1575, 0.0238, 0.0035, 0.0021, 0.0003, 0.0443, 0.0078, -0.0001, 0.0015, 0.0139, 0.0002, 0.0032, 0.0004, 0.1619, 0.0136, 0.0018, 0.0013, 0.0002, 0.0463, 0.0003, 0.0065, 0.0030, 0.0222, 0.0019, 0.0000, 0.0018, -0.0050, 0.0226, 0.1839, 0.0683, 0.2368, 0.0822, 0.0533, 0.2985, 0.2101, 0.0668, 0.1975, 0.0736],
  "relative_energy_kcal_mol": 0.00,
  "total_charge": 2,
  "e_tot_ha": -2853.8986,
  "s2": 8.793,
  "orbital_gap_ev": [5.5, 2.5],
  "multiplicity": 6
}